ORCA calculation (the ωB97M-V functional and the def2-TZVPD basis) on a cluster of 2 separate species, C2H11N4 in total.

- E_tot: -8200.27060 eV
- HOMO level (alpha / beta): -0.4289 / -0.5630 Ha
- ⟨S²⟩: 2.007
- Max |F|: 11.0 eV/A
- ΔE to the lowest compared entry with this formula, charge and spin: 20.84 kcal/mol

Structure (ORCA input):
```
! RIJCOSX wB97M-V def2-TZVPD def2/J DEFGRID3
* xyz 1 3
C -0.09095 -1.07530 0.98178
C 2.43633 -0.05233 -0.01155
N -2.72374 0.59487 -0.33529
N 1.16912 1.25257 -1.36755
N 0.14229 0.10692 0.14585
N 1.21455 0.49551 -0.43794
H 0.54931 -1.12331 1.86652
H -1.14642 -0.97440 1.38337
H -0.17832 -1.97151 0.26656
H 2.54781 -1.11370 -0.40834
H 3.20436 0.49245 -0.58627
H 2.56193 0.09471 1.03335
H -3.08435 0.72807 0.59898
H -3.43595 0.92406 -1.02933
H 0.28288 1.61059 -1.44583
H -2.66131 -0.40834 -0.44217
H -0.78754 0.41913 -0.21213
*
```